The following is a quantum chemistry calculation of a single C4H9NO2 molecule, from the OMol25 dataset.

```
16
Properties=species:S:1:pos:R:3:forces:R:3
C 2.21420 -0.29445 -1.19895 0.2 0.0 -0.1
N 0.95809 -0.04565 -0.52239 -0.1 0.3 0.4
C 0.96420 0.70757 0.49327 0.1 -0.2 -0.3
O -0.10740 1.03007 1.21661 0.1 0.0 0.0
C -1.42411 0.80161 0.67775 -0.2 0.0 -0.1
C -1.89447 -0.64807 0.61995 -0.2 0.2 0.3
O -1.49505 -1.35568 -0.51889 0.1 -0.1 -0.1
H 2.49565 -1.34416 -1.06968 0.0 0.1 0.0
H 2.09038 -0.12072 -2.27135 0.0 0.0 0.1
H 3.04145 0.33354 -0.83902 -0.1 -0.1 0.0
H 1.86053 1.18278 0.90749 -0.1 -0.1 -0.1
H -2.06474 1.36529 1.36057 0.1 -0.1 -0.1
H -1.47640 1.24707 -0.32203 0.0 0.0 0.1
H -1.60070 -1.14745 1.55917 0.0 0.0 -0.2
H -2.99179 -0.61854 0.60202 0.1 0.0 0.1
H -0.56984 -1.09320 -0.69451 -0.1 0.0 0.0
```
Forces are in eV/Å.

Computed properties:
LUMO level (eV): 0.97
SMILES: C/N=C/OCCO
Kohn-Sham gap (eV): 10.82
ΔE to the lowest compared entry with this formula, charge and spin (kcal/mol): 42.2

=====

The following is a quantum chemistry calculation of a single C2H5N3OS molecule at a distorted geometry, from the OMol25 dataset.

```
12
Properties=species:S:1:pos:R:3:forces:R:3
H 0.43881 2.61116 0.52027 -0.5 -2.1 -2.3
N 0.12978 1.95218 -0.32981 3.0 -2.1 4.1
C 0.50367 0.64760 -0.13842 -1.9 4.8 0.5
N 0.03360 -0.19560 -1.06184 -2.3 -1.6 0.1
N -1.04721 0.31003 -1.88562 0.0 -0.3 -0.6
S 1.34140 -0.26413 1.30178 0.6 2.8 -1.6
C 0.53404 -1.64203 1.83711 -3.3 -2.6 1.4
O -0.48186 -2.31214 1.49500 4.0 2.6 1.0
H -0.18273 -1.10283 -0.59542 0.0 0.6 -1.2
H -1.88244 0.83604 -1.42859 2.7 -0.9 -0.4
H -0.54550 0.87780 -2.58931 -1.0 -0.2 0.7
H 1.15845 -1.71807 2.87485 -1.4 -0.9 -1.8
```
Forces are in eV/Å.

Computed properties:
LUMO level (eV): 0.09
SMILES: [H]/N=C(/NN)SC=O
Kohn-Sham gap (eV): 9.79
ΔE to the lowest compared entry with this formula, charge and spin (kcal/mol): 93.4

=====

The following is a quantum chemistry calculation of 3 unconnected molecules or ions with the total composition C2H11N2O2 at a distorted geometry, from the OMol25 dataset.

```
17
Properties=species:S:1:pos:R:3:forces:R:3
C 0.92678 -0.69879 0.09691 0.9 1.7 -1.4
C 0.57352 -1.83342 0.68577 -0.3 -0.1 0.9
N 1.35853 -2.66600 1.41145 -0.4 -0.4 -0.3
N -0.01757 0.25678 -0.49932 -1.7 1.3 0.8
H 1.89816 -0.33315 -0.21009 0.4 -0.6 0.8
H -0.47703 -2.11471 0.71431 0.0 0.1 -0.1
H 2.31159 -2.51186 1.68427 0.1 0.3 -0.3
H 0.93751 -3.51471 1.74020 0.1 0.0 0.1
H -0.94803 0.28163 -0.06222 -0.3 -1.2 -0.7
H -0.12036 0.24976 -1.51453 -0.2 -0.5 0.1
H 0.12466 1.29724 -0.27281 1.4 -0.9 -0.2
H 0.61248 3.61243 -0.04241 0.1 -0.1 0.1
H 0.55067 2.74135 1.24063 0.2 0.2 -0.2
O 0.76570 2.71996 0.29456 -0.3 0.1 0.3
H -3.04913 1.45914 -1.40092 -0.3 0.1 0.7
H -2.68545 0.51582 -2.41696 0.0 -0.8 0.1
O -2.76204 0.53854 -1.44882 0.2 0.8 -0.9
```
Forces are in eV/Å.

Computed properties:
LUMO level (eV): -3.11
Total charge: +1
Kohn-Sham gap (eV): 9.36
ΔE to the lowest compared entry with this formula, charge and spin (kcal/mol): 34.6

=====

The following is a quantum chemistry calculation of a molecular structure, C7H19F2INbO3S at a distorted geometry, from the OMol25 dataset.

```
34
Properties=species:S:1:pos:R:3:forces:R:3
C -0.45391 3.07488 0.17843 -0.1 0.0 0.0
C 0.71297 2.16518 -0.11685 0.4 0.5 0.3
F 0.21991 1.03313 -0.86201 0.0 0.0 0.0
Nb 2.02395 1.11777 1.47875 -0.1 -0.8 0.1
C 3.54467 0.70613 3.03389 0.4 1.1 -0.2
F 2.90075 0.08223 0.24239 0.4 -0.4 -0.5
I 0.82970 2.68053 3.44892 -0.2 0.1 0.2
C 0.34263 -0.46261 1.61496 -0.6 0.2 -0.1
S -0.22774 -1.02089 3.16564 0.2 0.2 0.3
O 0.38743 -2.30228 3.47686 -0.4 0.2 -0.1
O -1.65846 -0.81531 3.29929 0.3 -0.4 -0.1
H -1.15187 2.64378 0.90240 0.1 0.0 -0.1
H -1.00175 3.30641 -0.74561 0.0 0.0 0.1
H -0.08634 4.00846 0.61291 0.0 -0.1 -0.1
H 1.38911 2.68127 -0.80577 -0.1 -0.2 -0.1
H 2.88163 2.61842 0.94070 -0.3 -0.1 0.2
H 3.25271 -0.27208 3.45333 -0.2 0.1 -0.2
H 3.67157 1.42405 3.84361 0.0 -0.2 0.0
H 4.50912 0.59584 2.51745 -0.1 -0.2 0.1
H -0.55027 -0.10987 1.09242 0.1 -0.1 0.0
H 0.75037 -1.34944 1.11432 0.0 0.2 0.0
H 0.32566 -0.13739 4.02796 0.0 0.0 0.1
C -1.79900 -1.08381 -4.08877 0.0 0.0 0.0
C -1.76698 -2.30626 -3.18402 0.0 -0.1 -0.1
C -2.59799 -2.09683 -1.93241 0.0 0.0 0.1
O -0.42519 -2.65739 -2.85722 0.0 0.1 0.0
H -1.38918 -0.22036 -3.55720 0.0 0.0 0.0
H -1.20284 -1.25644 -4.98491 0.0 0.0 0.0
H -2.82146 -0.84298 -4.38636 0.0 0.0 0.0
H -2.14280 -3.17393 -3.73397 0.0 0.0 0.0
H -2.19709 -1.25525 -1.35986 0.0 0.0 0.0
H -2.57516 -2.98199 -1.29729 0.0 0.0 0.0
H -3.63710 -1.87146 -2.17940 0.0 0.0 0.0
H -0.05707 -1.92150 -2.35257 0.1 0.0 0.0
```
Forces are in eV/Å.

Computed properties:
LUMO level (eV): 2.30
Total charge: -1
Kohn-Sham gap (eV): 7.45

=====

The following is a quantum chemistry calculation of 4 unconnected molecules or ions with the total composition C23H25BO7 at a distorted geometry, from the OMol25 dataset.

```
56
Properties=species:S:1:pos:R:3:forces:R:3
O -0.09181 4.07035 -0.65911 -0.1 0.0 -0.1
C 0.38159 4.10385 0.45939 -0.1 -0.1 -0.1
C 0.21349 2.97386 1.39892 0.0 -0.1 0.1
C 0.73155 3.01355 2.62466 -0.2 0.1 -0.1
C 1.49790 4.18828 3.09610 0.1 0.0 0.1
O 1.97173 4.22205 4.21291 0.0 0.0 0.0
C 1.66633 5.31972 2.15588 0.0 0.1 -0.2
C 1.14776 5.27960 0.92999 0.1 0.1 0.1
H -0.34864 2.12206 1.03636 0.0 0.0 0.0
H 0.62002 2.19951 3.32299 0.0 0.0 0.0
H 2.22910 6.17035 2.51874 0.0 0.0 0.0
H 1.25985 6.09518 0.22704 0.0 0.0 0.0
O -2.46372 -7.35834 -1.75719 0.0 0.0 0.0
C -1.97775 -6.35051 -2.22512 -0.1 -0.2 0.1
C -0.51057 -6.16421 -2.28944 0.2 0.1 -0.1
C 0.02254 -5.05626 -2.80140 0.0 -0.2 0.1
C -0.82931 -3.96633 -3.32868 0.1 0.2 -0.1
O -0.34153 -2.95851 -3.79594 0.0 0.0 0.0
C -2.29657 -4.15267 -3.26438 -0.2 -0.1 0.0
C -2.82964 -5.26070 -2.75233 0.0 0.2 -0.1
H 0.09594 -6.97184 -1.90003 0.0 0.0 0.0
H 1.09247 -4.90106 -2.85652 0.0 0.0 0.0
H -2.90340 -3.34557 -3.65342 0.0 0.0 0.0
H -3.89949 -5.41587 -2.69711 0.0 0.0 0.0
O 2.78040 -1.58748 8.09282 0.0 0.0 0.0
C 2.49950 -1.18715 6.98385 0.1 -0.1 0.2
C 3.34149 -1.51752 5.81194 0.0 0.0 -0.2
C 3.03300 -1.07543 4.59420 0.1 -0.1 0.1
C 1.83562 -0.23768 4.36211 0.0 0.0 -0.2
O 1.55549 0.16304 3.24908 0.0 -0.2 0.1
C 0.99346 0.09304 5.53363 0.0 0.0 0.2
C 1.30152 -0.34870 6.75139 -0.2 0.1 -0.1
H 4.21240 -2.13176 6.00115 0.0 0.0 0.0
H 3.63610 -1.30528 3.72519 0.0 0.0 0.0
H 0.12210 0.70745 5.34551 0.0 0.0 0.0
H 0.69839 -0.11837 7.62012 0.0 0.0 0.0
C 1.17485 0.85480 -2.33377 0.1 0.8 -0.1
C 0.54154 1.46647 -3.60640 0.0 -0.8 -0.2
C -0.96017 1.11467 -3.82809 0.1 1.0 0.4
C -1.82139 0.99935 -2.51832 -1.5 -0.7 -0.7
C -2.23208 -0.50051 -2.34196 0.6 0.2 0.4
B -3.10731 1.96017 -2.69712 1.4 0.8 0.8
O -2.92930 3.30131 -2.31573 -0.7 -1.8 -0.4
H 0.75105 1.31972 -1.42951 0.2 -0.3 -0.2
H 2.24961 1.10006 -2.33510 -0.3 -0.2 0.1
H 1.05296 -0.23459 -2.26561 0.0 0.3 -0.1
H 1.10720 1.05757 -4.46356 -0.2 0.3 0.2
H 0.67306 2.55636 -3.64570 0.0 -0.3 0.3
H -1.40221 1.93504 -4.42991 0.3 -0.4 0.0
H -1.07411 0.20840 -4.43688 0.1 0.1 0.3
H -1.30671 1.35100 -1.60813 0.2 -0.2 -0.4
H -2.41323 -0.99414 -3.30835 -0.1 0.4 0.2
H -3.11944 -0.63564 -1.70545 0.3 0.0 -0.1
H -1.37349 -1.03608 -1.89957 -0.4 0.0 0.0
H -4.14970 1.55528 -3.09221 -0.2 0.3 -0.3
H -2.10844 3.31014 -1.81191 0.3 0.5 -0.1
```
Forces are in eV/Å.

Computed properties:
LUMO level (eV): -1.79
SMILES: O=C1C=CC(=O)C=C1.O=C1C=CC(=O)C=C1.O=C1C=CC(=O)C=C1.CCC[C@H](C)BO
Kohn-Sham gap (eV): 7.93

=====

The following is a quantum chemistry calculation of a molecular structure, C40H41As2N3O4P2SSeTi, from the OMol25 dataset.

```
95
Properties=species:S:1:pos:R:3:forces:R:3
Ti 0.98347 -1.15692 -0.02730 0.7 -0.2 -0.2
N -0.19812 1.09107 -0.09859 -0.2 -0.2 -0.1
P -1.29142 0.96774 1.27686 0.0 -0.1 0.0
C -2.13871 2.58550 1.43173 0.0 0.0 0.0
C -1.54448 3.82438 1.21010 0.0 0.0 0.0
C -2.26404 4.99006 1.41276 0.0 0.0 0.0
C -3.57680 4.93058 1.86572 0.0 0.0 0.0
C -4.17278 3.70213 2.10245 0.0 0.0 0.0
C -3.45802 2.53483 1.87275 0.1 0.0 0.0
C -0.15951 1.12287 2.69493 0.0 0.0 0.1
C 0.97713 1.92487 2.73197 0.0 0.0 0.0
C 1.75812 1.98684 3.87310 0.0 0.0 0.0
C 1.39052 1.27432 5.00824 0.0 0.0 0.0
C 0.24535 0.49391 4.99352 0.0 0.0 0.0
C -0.51703 0.41033 3.83755 0.0 0.0 -0.1
P -1.06833 0.95579 -1.64230 0.0 0.2 -0.1
C -1.95953 2.54844 -1.84462 0.1 0.0 0.1
C -3.31552 2.55212 -1.52602 0.0 0.0 0.0
C -4.06166 3.71730 -1.62284 0.0 0.0 0.0
C -3.45815 4.88810 -2.05579 0.0 0.0 0.0
C -2.11197 4.89176 -2.39664 0.0 0.0 0.0
C -1.36612 3.72842 -2.29332 -0.1 0.0 0.0
C 0.28445 1.18597 -2.83468 -0.1 -0.1 -0.1
C 1.43798 1.93629 -2.63741 0.0 0.0 0.0
C 2.41990 1.98907 -3.61231 0.0 0.0 0.0
C 2.25099 1.30402 -4.80693 0.0 0.0 0.0
C 1.09165 0.57573 -5.02841 0.0 0.0 0.0
C 0.11882 0.51474 -4.04348 0.0 0.0 0.1
H 0.46108 1.86745 -0.05952 0.0 0.0 0.0
H -0.51665 3.88701 0.86989 0.0 0.0 0.0
H -1.80166 5.95041 1.22304 0.0 0.0 0.0
H -4.13370 5.84404 2.03041 0.0 0.0 0.0
H -5.19540 3.65171 2.45401 0.0 0.0 0.0
H -3.92409 1.56849 2.03427 0.0 0.0 0.0
H 1.29794 2.48003 1.85764 0.0 0.0 0.0
H 2.66289 2.58116 3.87171 0.0 0.0 0.0
H 2.00506 1.31847 5.89768 0.0 0.0 0.0
H -0.04119 -0.06750 5.87364 0.0 0.0 0.0
H -1.40605 -0.21224 3.81305 0.0 0.0 0.0
H -3.78053 1.63191 -1.18891 0.0 0.0 0.0
H -5.11214 3.71246 -1.36177 0.0 0.0 0.0
H -4.03914 5.79820 -2.13488 0.0 0.0 0.0
H -1.64615 5.80368 -2.74834 0.0 0.0 0.0
H -0.32377 3.73295 -2.58247 0.0 0.0 0.0
H 1.59941 2.48079 -1.71327 0.0 0.0 0.0
H 3.32674 2.55140 -3.43161 0.0 0.0 0.0
H 3.02655 1.33102 -5.56080 0.0 0.0 0.0
H 0.95680 0.03525 -5.95628 0.0 0.0 0.0
H -0.77679 -0.07577 -4.20026 0.0 0.0 0.0
C -0.57355 -3.48058 3.22114 0.1 0.0 0.0
As -0.71116 -2.89530 1.36953 0.0 0.1 0.2
C -2.62846 -2.52260 1.35588 0.0 0.0 -0.1
C -0.51510 -4.57170 0.40302 0.0 -0.1 -0.1
C -0.31866 -5.77222 1.07783 0.0 0.1 0.0
C -0.06276 -6.93922 0.37341 0.0 0.0 -0.1
C 0.00126 -6.91350 -1.01145 0.0 0.0 0.1
C -0.20321 -5.72219 -1.69082 0.0 0.1 0.0
C -0.46390 -4.54888 -0.99571 -0.1 -0.1 0.0
As -0.76971 -2.83769 -1.85267 0.1 0.2 -0.1
C -2.69173 -2.97792 -2.19440 0.0 0.1 0.1
C -0.18567 -3.05252 -3.69246 0.1 0.0 0.0
H -0.72047 -2.60396 3.85029 0.0 0.0 0.0
H 0.41636 -3.88838 3.41221 0.0 0.0 0.0
H -1.33744 -4.22272 3.44768 0.0 0.0 0.0
H -3.21108 -3.44210 1.38333 0.0 0.0 0.0
H -2.87410 -1.93901 0.47214 -0.1 0.0 0.0
H -2.84671 -1.91980 2.23621 0.0 0.0 0.0
H -0.34342 -5.80375 2.15879 0.0 0.0 0.0
H 0.10178 -7.86475 0.90968 0.0 0.0 0.0
H 0.21995 -7.81848 -1.56310 0.0 0.0 0.0
H -0.13614 -5.70802 -2.77077 0.0 0.0 0.0
H -2.86659 -3.73406 -2.95825 0.0 0.0 0.0
H -3.05605 -2.01091 -2.54131 0.0 0.0 0.0
H -3.22025 -3.25899 -1.28742 0.0 0.0 0.0
H -0.40844 -4.05110 -4.06592 0.0 0.0 0.1
H 0.88136 -2.85776 -3.75149 0.0 0.0 0.0
H -0.74362 -2.33196 -4.28845 0.0 0.0 0.0
Se 2.46204 -1.76142 2.84200 0.0 -0.1 0.2
N 2.17338 -0.57721 1.47099 -0.3 -0.1 -0.5
C 3.31078 0.19000 1.38111 0.2 0.1 0.0
C 3.51916 1.21066 0.44944 0.0 0.0 0.0
C 4.69788 1.92617 0.47280 0.0 0.0 0.0
C 5.69332 1.63864 1.41952 0.0 0.0 0.0
C 5.52152 0.63078 2.33637 0.0 0.0 0.0
C 4.32701 -0.11901 2.33465 -0.2 0.0 0.0
N 4.07788 -1.11964 3.20607 0.2 0.1 0.1
H 2.78055 1.39089 -0.32073 0.0 0.0 0.0
H 4.86720 2.70408 -0.26085 0.0 0.0 0.0
H 6.61243 2.21026 1.41323 0.0 0.0 0.0
H 6.28335 0.38355 3.06342 0.0 0.0 0.0
O 4.22147 -1.71622 -1.20950 0.0 0.0 0.0
S 2.89801 -2.11148 -1.58344 0.1 -0.1 0.2
O 2.14835 -2.75767 -0.39521 -0.3 0.1 -0.1
O 1.97628 -0.85190 -1.69207 -0.1 0.2 0.2
O 2.76152 -2.92163 -2.76299 0.0 0.0 0.0
```
Forces are in eV/Å.

Computed properties:
LUMO level (spin up / spin down) (eV): 0.13 / -0.17
Kohn-Sham gap (spin up / spin down) (eV): 5.97 / 7.74
Spin multiplicity: 3
ΔE to the lowest compared entry with this formula, charge and spin (kcal/mol): 27.6

=====

The following is a quantum chemistry calculation of 2 unconnected molecules or ions with the total composition C5H13NO2 at a distorted geometry, from the OMol25 dataset.

```
21
Properties=species:S:1:pos:R:3:forces:R:3
C 2.04106 1.41222 -0.40780 -0.2 0.2 -0.4
C 1.50339 0.13215 0.19820 -0.8 1.5 0.7
N 2.23392 -0.29889 1.36984 -0.4 -0.6 -0.1
C -0.13737 0.51862 0.72026 2.5 1.7 0.6
O -0.66135 1.61789 0.57781 0.8 -1.5 -0.2
H 1.48059 1.61841 -1.32375 0.1 0.2 0.0
H 3.10370 1.33183 -0.66089 -0.1 -0.1 0.0
H 1.90914 2.26531 0.26374 0.0 -0.1 0.0
H 1.57483 -0.65431 -0.56410 -0.4 0.0 0.3
H 2.63615 0.45712 1.91649 0.0 -0.2 -0.3
H 2.92262 -0.99450 1.09838 0.0 0.3 0.5
H -0.31873 -0.09848 1.61381 -0.4 -0.4 -0.1
C -2.76359 -0.22018 -0.55534 0.3 0.4 0.2
C -1.45251 -0.93590 -0.76581 2.4 -0.5 0.0
O -1.47048 -2.27888 -0.33090 -0.3 -0.1 0.1
H -2.68256 0.82161 -0.87190 0.0 0.0 0.3
H -3.56219 -0.66534 -1.15710 0.3 -0.2 0.0
H -3.08458 -0.27738 0.48955 0.1 0.2 0.0
H -1.17625 -0.92995 -1.82306 -0.3 -0.3 -0.1
H -0.27579 -0.52538 -0.35973 -3.8 -0.6 -1.0
H -1.82000 -2.29598 0.57232 0.1 0.0 -0.3
```
Forces are in eV/Å.

Computed properties:
LUMO level (eV): 0.86
SMILES: C[C@@H](N)C=O.CCO
Kohn-Sham gap (eV): 9.44
ΔE to the lowest compared entry with this formula, charge and spin (kcal/mol): 89.2

=====

Computed values of DFT total energy (unit: eV) for the preceding records, in sequence: -9878.232 -19504.900 -9320.807 -39631.456 -39262.553 -294359.481 -10978.010.